No. 1
5 unconnected molecules or ions with the total composition C49H57F5NO5P3S3 at a distorted geometry. Source: the Open Molecules 2025 dataset; level of theory: ωB97M-V/def2-TZVPD.

The geometry in ORCA input format:
```
! RIJCOSX wB97M-V def2-TZVPD def2/J DEFGRID3
* xyz 0 1
C 2.44447 -5.36096 4.29378
C 3.58350 -6.31661 3.58956
C 3.76171 -6.05387 1.96391
C 4.26734 -4.50066 1.71949
C 4.83682 -4.30933 0.15945
C 5.34687 -2.75005 0.06168
C 5.84818 -2.29720 -1.43753
C 4.92573 -1.14632 -2.15380
C 5.39950 0.39831 -1.87703
C 5.91341 0.70784 -0.35165
C 4.72592 1.01667 0.73534
C 3.20472 0.69207 0.21723
C 2.13185 0.97035 1.42913
C 0.56184 0.69587 1.03955
C -0.17351 1.75514 0.23821
P 0.66041 3.37802 -0.33148
S 0.22187 4.76559 1.01732
C -1.78662 1.56768 -0.16267
O -2.60957 2.61689 -0.23120
C -2.24948 -0.01672 -0.40483
C -3.46952 -0.45011 -1.46272
P -4.39181 0.90428 -2.44667
S -3.14753 1.51635 -3.84854
C -3.85416 -2.06751 -1.63256
P -5.33218 -2.43027 -2.84771
N -4.74104 -2.39906 -4.35763
C -3.03591 -3.27800 -0.82372
C -3.45930 -4.84209 -1.08055
C -4.46147 -5.38698 0.14202
O -5.26112 -6.46668 -0.07892
C -1.82129 -2.81322 0.22825
S -0.83179 -4.03658 1.24379
O -1.33289 -3.98834 2.70851
O -0.90453 -5.50522 0.76371
F 0.85506 -3.58711 1.12963
C -1.44328 -1.20031 0.45923
C -0.29849 -0.65980 1.50830
O -0.01886 -1.17072 2.70994
H 1.60921 -6.04588 4.78679
H 1.92085 -4.60673 3.54499
H 2.97127 -4.77030 5.17413
H 3.23902 -7.43569 3.71490
H 4.61757 -6.13571 4.11354
H 2.75224 -6.30625 1.38002
H 4.58683 -6.77119 1.53136
H 3.34084 -3.76350 1.79628
H 5.03789 -4.14081 2.52863
H 5.73954 -5.03399 -0.02071
H 3.96411 -4.52155 -0.59190
H 6.30032 -2.67363 0.77441
H 4.50853 -2.07371 0.52098
H 5.79771 -3.25867 -2.11484
H 6.97452 -1.94163 -1.36180
H 5.03288 -1.31988 -3.32997
H 3.76474 -1.31616 -1.93587
H 4.59392 1.20434 -2.18441
H 6.33112 0.59412 -2.59502
H 6.63648 -0.10706 0.10066
H 6.56853 1.70341 -0.41871
H 4.83312 2.15263 1.08516
H 4.98957 0.38124 1.70967
H 2.94968 1.31779 -0.73935
H 3.15810 -0.45218 -0.02849
H 2.25374 2.11223 1.72986
H 2.37425 0.31647 2.38146
H 2.10666 3.29648 -0.35879
H 0.20478 3.87323 -1.60996
H -4.77035 2.06043 -1.62244
H -5.60309 0.47247 -3.09559
H -6.44058 -1.48773 -2.63965
H -5.89685 -3.73705 -2.48282
H -5.25751 -1.66882 -4.91067
H -2.54268 -5.57122 -1.26567
H -4.12549 -4.93683 -2.06682
H -4.56772 -4.86743 1.18506
F -1.13996 -0.81945 8.95734
C -1.33863 -0.11234 7.83701
C -1.88356 1.16422 7.92122
C -2.08581 1.90284 6.75540
C -1.75062 1.35169 5.51618
C -1.20892 0.06758 5.44166
C -0.99646 -0.66627 6.60843
H -2.14553 1.57262 8.89180
H -2.50402 2.90481 6.81115
H -1.91270 1.92641 4.60679
H -0.95265 -0.36088 4.47572
H -0.56806 -1.66231 6.56953
F -1.89395 8.74651 1.67062
C -2.90941 7.88454 1.52757
C -2.65617 6.60104 1.05624
C -3.71246 5.70158 0.91202
C -5.01311 6.09968 1.23076
C -5.25779 7.39175 1.69831
C -4.19986 8.28724 1.85299
H -1.64061 6.31229 0.80581
H -3.52389 4.69333 0.55169
H -5.83729 5.39922 1.11388
H -6.27149 7.70064 1.94184
H -4.37089 9.29248 2.22361
F -7.52493 0.03524 -1.10816
C -8.42574 0.86585 -1.64968
C -9.77988 0.56587 -1.54985
C -10.71841 1.43307 -2.10906
C -10.29122 2.58620 -2.77206
C -8.92956 2.87596 -2.87136
C -7.99200 2.01440 -2.30239
H -10.09258 -0.33862 -1.03841
H -11.77981 1.21155 -2.02968
H -11.02337 3.26000 -3.21196
H -8.59927 3.77192 -3.39142
H -6.93015 2.22888 -2.36245
F 8.22080 0.70962 -3.99988
C 8.02213 1.41674 -5.12021
C 7.47721 2.69330 -5.03600
C 7.27495 3.43192 -6.20181
C 7.61014 2.88077 -7.44103
C 8.15184 1.59666 -7.51555
C 8.36431 0.86281 -6.34878
H 7.21523 3.10170 -4.06541
H 6.85674 4.43389 -6.14607
H 7.44807 3.45549 -8.35043
H 8.40812 1.16820 -8.48149
H 8.79271 -0.13323 -6.38768
*
```

Computed properties:
SMILES string: CCCCCCCCCCCCCC1=C([PH2]=S)C(=O)c2c([PH2]=S)c([PH2]=N)c(CC=O)c(S(=O)(=O)F)c2C1=O.Fc1ccccc1.Fc1ccccc1.Fc1ccccc1.Fc1ccccc1
E_HOMO: -8.9 eV
Largest force on an atom: 8.89 eV/Å
Orbital gap: 5.809 eV

Results of the Mulliken charge analysis, in e, for atoms 1 through 5: atom 1 (C): -0.589, atom 2 (C): -0.493, atom 3 (C): -0.428, atom 4 (C): -0.044, atom 5 (C): -0.685

No. 2
2 unconnected molecules or ions with the total composition C21H21F13N4O4P at a distorted geometry. Source: the Open Molecules 2025 dataset; level of theory: ωB97M-V/def2-TZVPD.

The geometry in ORCA input format:
```
! RIJCOSX wB97M-V def2-TZVPD def2/J DEFGRID3
* xyz 1 1
C 4.40795 -2.78858 -0.91451
C 3.14539 -2.64354 -1.71777
C 2.38448 -1.23212 -2.05421
C 2.02330 -0.97398 -3.66769
P 2.43953 -2.21301 -5.05872
O 2.84455 -1.34401 -6.54288
O 0.91252 -3.01918 -5.47372
C 1.25985 0.47297 -4.02084
C 0.99366 1.42064 -2.66692
C 0.21050 2.88334 -2.88172
C -1.29096 2.72370 -3.51955
C -2.43750 2.18031 -2.48543
F -2.03931 2.40526 -1.05595
F -3.65142 3.02079 -2.70517
C -2.74971 0.54984 -2.61471
F -2.78915 0.18368 -4.07239
F -1.67538 -0.12868 -1.85508
C -4.21363 0.14072 -2.00322
F -4.61052 0.98169 -0.81230
F -5.23484 0.46431 -3.06772
C -4.36507 -1.41792 -1.52395
F -3.57377 -1.71765 -0.27215
F -5.80574 -1.57175 -1.09344
C -4.08074 -2.54191 -2.67950
F -4.88368 -2.33658 -3.93372
F -2.63987 -2.59358 -3.13240
C -4.40924 -4.10403 -2.19714
F -5.84888 -4.36969 -1.97968
F -4.01208 -4.95494 -3.38147
F -3.52294 -4.55643 -1.08279
N 1.37789 1.05319 -1.27644
N 1.97690 -0.15447 -1.08498
C 2.30176 -0.46544 0.39628
O 1.89759 -1.56277 1.03916
O 3.06982 0.62624 1.08312
H 4.59198 -3.69836 -0.16289
H 5.19421 -1.89858 -1.02316
H 2.70825 -3.66484 -2.15576
H 2.92574 -2.05357 -7.25715
H 0.35842 -2.33668 -5.97629
H 0.92256 0.77495 -5.10263
H 0.19484 3.42156 -1.82796
H 0.93650 3.52778 -3.56813
H -1.63356 3.82045 -3.84383
H -1.18147 2.11964 -4.51579
C 0.98702 -0.00567 3.56169
C 0.67768 1.27654 4.31067
N 1.33275 1.39365 5.62297
C 2.35380 0.61155 6.14621
C 2.61935 1.08718 7.39900
N 1.76984 2.15768 7.60838
C 1.00764 2.34159 6.52001
C 1.69482 2.97363 8.81340
H 0.72460 -0.88374 4.16051
H 0.42083 -0.04806 2.62637
H 2.05115 -0.06805 3.31236
H -0.40318 1.34443 4.48096
H 0.98046 2.14354 3.71336
H 2.76658 -0.19794 5.56951
H 3.30979 0.79799 8.17299
H 0.25817 3.11311 6.38892
H 0.67802 2.92378 9.21158
H 1.94495 4.00678 8.55905
H 2.39702 2.60328 9.56520
*
```

Computed properties:
E_HOMO: -10.7 eV
Largest force on an atom: 8.78 eV/Å
Orbital gap: 6.556 eV

Results of the natural (NBO) charge analysis, in e, for atoms 1 through 5: atom 1 (C): -0.284, atom 2 (C): -0.316, atom 3 (C): 0.287, atom 4 (C): -0.366, atom 5 (P): 1.320

No. 3
C12H18 in the gas phase at a distorted geometry. Source: the Open Molecules 2025 dataset; level of theory: ωB97M-V/def2-TZVPD.

The geometry in ORCA input format:
```
! RIJCOSX wB97M-V def2-TZVPD def2/J DEFGRID3
* xyz 0 1
C 3.17576 0.01817 0.05771
C 1.70715 -0.02715 0.01549
C 0.74338 1.09629 0.00274
C 1.38235 2.46747 -0.05225
C -0.73128 1.10617 0.02338
C -1.35373 2.48633 0.01867
C -1.70662 -0.00660 0.02504
C -3.17563 0.03960 0.02810
C -0.75026 -1.12579 0.00575
C -1.36573 -2.50712 -0.02188
C 0.74027 -1.13558 0.01022
C 1.33910 -2.52451 -0.00772
H 3.60488 -0.97918 0.11339
H 3.50728 0.57886 0.93290
H 3.57098 0.50672 -0.83412
H 2.43916 2.38300 -0.26584
H 1.27684 2.99786 0.89501
H 0.94190 3.08740 -0.82734
H -0.88309 3.15911 0.73367
H -2.40949 2.42821 0.26682
H -1.27809 2.94515 -0.97059
H -3.60326 -0.93389 0.25240
H -3.54389 0.36122 -0.94815
H -3.53609 0.74456 0.77747
H -1.10637 -3.07775 0.86993
H -1.03467 -3.07694 -0.88890
H -2.44772 -2.44989 -0.07303
H 1.05216 -3.09751 0.87403
H 2.42350 -2.48062 -0.02947
H 1.02558 -3.08685 -0.88702
*
```

Computed properties:
SMILES string: Cc1c(C)c(C)c(C)c(C)c1C
E_HOMO: -7.6 eV
ΔE to the lowest compared entry with this formula, charge and spin: 152.7 kJ/mol
Largest force on an atom: 8.48 eV/Å
Orbital gap: 8.554 eV

Results of the natural (NBO) charge analysis, in e, for atoms 1 through 5: atom 1 (C): -0.653, atom 2 (C): -0.003, atom 3 (C): 0.001, atom 4 (C): -0.645, atom 5 (C): -0.004